1.
{"formula": "C16H12FN3O4", "method": "the ωB97M-V functional and the def2-TZVPD basis", "symbols": ["N", "C", "C", "C", "O", "C", "O", "C", "N", "C", "O", "C", "C", "N", "C", "C", "C", "C", "C", "F", "C", "C", "C", "O", "H", "H", "H", "H", "H", "H", "H", "H", "H", "H", "H", "H"], "xyz": [[6.74690, -1.30691, 1.61165], [5.61309, -1.14353, 1.39886], [4.21105, -1.07052, 1.05118], [3.50962, -2.23906, 1.09325], [4.09200, -3.44064, 1.21317], [2.05295, -2.24673, 0.92324], [1.36075, -3.43261, 0.90116], [1.41691, -1.07116, 0.90386], [2.10648, 0.13681, 0.76163], [3.45626, 0.15374, 0.94685], [4.07923, 1.23408, 0.86474], [1.26117, 1.30644, 1.01461], [0.05559, 1.22278, 0.17569], [-0.72083, 0.04571, 0.51906], [-2.20861, 0.02730, 0.45878], [-2.79318, 0.62855, -0.69920], [-2.28095, 0.41229, -2.07856], [-2.72480, 1.12707, -3.20197], [-3.77878, 2.05137, -2.88145], [-4.72547, 2.44932, -3.75563], [-4.27609, 2.26226, -1.60387], [-3.81774, 1.55068, -0.50381], [-0.01209, -1.06130, 0.82088], [-0.72923, -1.97373, 1.31633], [3.41284, -4.16339, 1.18831], [0.34458, -3.20466, 1.05968], [1.00910, 1.46857, 2.10608], [1.95896, 2.11529, 0.65526], [-0.57608, 2.13233, 0.26902], [0.34050, 1.21179, -0.89029], [-2.61398, 0.54752, 1.33744], [-2.56397, -0.94000, 0.40682], [-1.39538, -0.22599, -2.32339], [-2.41972, 0.91842, -4.16963], [-5.19115, 2.86675, -1.40234], [-4.19996, 1.65118, 0.51263]], "forces_ev_per_angstrom": [[-1.979, 0.344, -0.225], [1.368, 0.147, -0.363], [-0.507, -1.495, 1.143], [-0.857, -1.634, -0.742], [-0.484, -0.209, 0.077], [-0.395, -1.154, 0.604], [-0.045, 0.836, 0.373], [0.861, 0.612, -1.289], [-1.597, -1.641, 1.379], [2.724, 3.401, -1.188], [-1.034, -1.080, 0.594], [2.474, 1.723, 0.390], [-1.400, 0.990, -1.429], [0.584, 0.366, -0.920], [1.804, 0.639, 1.535], [0.510, 1.968, -4.520], [0.570, 0.650, 0.913], [-2.521, 1.230, 3.757], [-1.036, -1.551, 0.719], [0.911, 0.561, -1.532], [-0.876, 0.066, 1.170], [1.280, -0.462, -0.703], [-4.400, 0.201, 2.350], [1.569, -1.295, -0.981], [0.515, 0.945, 0.029], [1.705, 0.059, -0.054], [0.452, -0.416, -1.050], [-1.083, -0.275, 0.626], [0.341, -0.559, 0.244], [-0.015, -0.086, 0.226], [0.252, -0.448, 0.050], [-0.110, -2.431, 0.819], [-0.935, 0.195, 0.877], [0.558, -0.236, -1.628], [0.913, -0.294, -0.861], [-0.118, 0.334, -0.391]], "mulliken_charge": [-0.51, 0.03, -0.17, 0.53, -0.58, 0.99, -0.74, 0.02, 0.14, 0.51, -0.72, -0.90, -0.62, 0.21, -1.11, 0.67, -0.11, -1.00, 0.57, -0.27, -0.64, -0.45, 0.55, -0.85, 0.37, 0.39, 0.23, 0.46, 0.48, 0.30, 0.31, 0.42, 0.32, 0.50, 0.30, 0.38], "homo_lumo_gap_ev": 7.995, "lumo_energy_ha": -0.034, "charge": 0, "smiles": "N#Cc1c(O)c(O)c2n(c1=O)CCN(Cc1ccc(F)cc1)C2=O", "homo_ev": -8.921}

2.
{"formula": "C6H14", "method": "the ωB97M-V functional and the def2-TZVPD basis", "symbols": ["C", "C", "C", "C", "C", "C", "H", "H", "H", "H", "H", "H", "H", "H", "H", "H", "H", "H", "H", "H"], "xyz": [[-2.38767, 0.85266, -0.61483], [-0.97353, 1.09790, -0.14955], [0.08282, 0.31293, -0.38636], [-0.00192, -0.96632, -1.17816], [1.46426, 0.69736, 0.09928], [2.19858, -0.39238, 0.88973], [-2.68617, -0.19369, -0.48542], [-3.09831, 1.46682, -0.05340], [-2.51556, 1.09774, -1.67734], [-0.81075, 2.01290, 0.42231], [0.45277, -1.79882, -0.62935], [-1.03078, -1.24913, -1.41171], [0.54626, -0.87179, -2.12544], [1.38658, 1.60317, 0.71263], [2.08379, 0.96469, -0.76972], [2.41221, -1.27326, 0.27444], [3.16013, -0.01221, 1.24956], [1.62021, -0.72282, 1.76037], [-1.19852, -1.02978, 2.02980], [-0.77313, -1.62763, 2.15810]], "forces_ev_per_angstrom": [[-0.050, -0.060, 0.002], [0.158, -0.100, -0.021], [-0.118, 0.114, 0.032], [-0.052, -0.046, 0.009], [0.026, 0.064, -0.008], [0.045, -0.047, 0.051], [0.034, 0.150, -0.024], [0.127, -0.082, -0.072], [0.028, -0.022, 0.157], [0.025, -0.143, -0.097], [-0.068, 0.113, -0.072], [0.139, 0.084, 0.000], [-0.057, -0.002, 0.138], [-0.008, -0.128, -0.097], [-0.093, -0.037, 0.081], [-0.049, 0.149, 0.084], [-0.128, -0.046, -0.029], [0.061, 0.087, -0.153], [0.077, -0.086, 0.003], [-0.097, 0.042, 0.017]], "mulliken_charge": [-1.23, -0.35, 0.78, -1.28, -0.48, -1.13, 0.33, 0.34, 0.29, 0.28, 0.32, 0.33, 0.30, 0.31, 0.28, 0.30, 0.37, 0.26, -0.08, 0.08], "homo_lumo_gap_ev": 10.001, "lumo_energy_ha": 0.043, "charge": 0, "smiles": "C/C=C(\\C)CC.[H][H]", "homo_ev": -8.819}

3.
{"formula": "C33H38AlBrIN3O5P", "method": "the ωB97M-V functional and the def2-TZVPD basis", "symbols": ["C", "C", "N", "C", "C", "I", "C", "P", "O", "Br", "C", "C", "C", "C", "C", "C", "O", "O", "C", "O", "C", "C", "C", "C", "C", "C", "C", "N", "C", "C", "C", "C", "C", "C", "C", "C", "C", "C", "C", "C", "C", "N", "C", "O", "H", "H", "H", "H", "H", "H", "H", "H", "H", "H", "H", "H", "H", "H", "H", "H", "H", "H", "H", "H", "H", "H", "H", "H", "H", "H", "H", "H", "H", "H", "H", "H", "H", "H", "H", "H", "H", "H", "Al"], "xyz": [[-0.54201, 2.38259, -8.58438], [0.30323, 1.86526, -7.23668], [-0.43715, 2.43992, -6.05074], [-0.92808, 1.38661, -5.08517], [-2.53342, 0.92297, -5.03141], [-3.93417, 1.82804, -6.44975], [-3.12771, -0.18569, -3.94930], [-4.98669, -0.69315, -3.86050], [-5.97691, 0.75238, -3.58901], [-5.58615, -1.65919, -5.85804], [-2.04976, -0.83259, -2.89983], [-0.43394, -0.40418, -2.98657], [0.18044, 0.68517, -4.04736], [1.76858, 1.11324, -4.08169], [2.09265, 2.58091, -3.40571], [3.10243, 2.37796, -2.09223], [2.84728, 3.02816, -0.92453], [4.32847, 1.53761, -2.11995], [0.56913, -1.13665, -1.86246], [1.71519, -1.74590, -2.17386], [-0.07270, -1.07228, -0.31669], [-1.68820, -1.50422, -0.24046], [-2.49553, -1.48149, 1.18428], [-1.63764, -0.98273, 2.52910], [-2.52232, -0.96476, 3.93518], [-2.33713, -2.37689, 4.77541], [-3.17800, -3.62249, 4.11738], [-2.49656, -4.90745, 4.63424], [-0.03326, -0.51657, 2.44934], [0.67724, 0.01768, 3.84802], [0.57184, 1.68573, 3.89016], [1.73159, 2.68212, 3.22563], [1.60166, 4.34838, 3.22417], [0.32737, 5.13768, 3.93070], [-0.80872, 4.16042, 4.63959], [-0.70406, 2.49129, 4.60335], [0.79396, -0.58280, 1.00688], [2.38259, -0.17138, 0.83798], [3.40619, -0.97037, 1.84086], [3.00574, -2.54663, 2.11582], [4.21137, -3.15008, 3.10013], [3.71943, -4.33330, 3.90565], [-2.44134, -1.91236, -1.68048], [-3.22497, -2.97837, -1.84254], [-1.30546, 1.53694, -8.85023], [0.15765, 2.71614, -9.46163], [-1.17966, 3.32314, -8.22384], [0.35312, 0.69783, -7.15170], [1.39736, 2.34368, -7.20279], [0.19201, 3.06447, -5.46227], [-6.60361, 0.77204, -4.37469], [2.09301, 1.06141, -5.22923], [2.48647, 0.34113, -3.53391], [1.14741, 3.21788, -3.14182], [2.74096, 3.18584, -4.19340], [4.11355, 0.64177, -1.68802], [-3.64463, -1.78439, 1.25722], [-2.13932, -0.11145, 4.63813], [-3.65944, -0.81491, 3.61724], [-1.16647, -2.59718, 4.78542], [-2.74176, -2.15076, 5.87028], [-3.16399, -3.53436, 2.95041], [-4.30827, -3.60629, 4.49124], [-2.55453, -4.81517, 5.69132], [-1.48765, -4.76531, 4.33403], [0.05346, -0.33817, 4.79799], [1.76701, -0.37253, 4.01080], [2.70970, 2.26786, 2.71902], [2.41843, 5.04310, 2.71540], [0.22321, 6.30867, 3.96129], [-1.70550, 4.72386, 5.16782], [-1.58282, 1.93185, 5.14641], [2.80265, -0.35322, -0.26392], [2.41275, 1.01572, 0.96498], [4.46166, -1.00222, 1.28375], [3.61754, -0.38627, 2.85440], [3.14717, -3.10201, 1.08026], [1.93317, -2.70640, 2.55838], [5.12295, -3.48131, 2.41285], [4.59469, -2.30788, 3.84813], [4.13720, -4.33105, 4.86217], [2.67913, -4.30600, 4.00553], [-4.67911, -0.01905, 1.32846]], "forces_ev_per_angstrom": [[-0.162, 0.208, 1.078], [0.369, 0.538, -1.847], [-0.251, -2.257, 4.005], [1.141, -1.233, 1.450], [1.258, -1.240, 1.670], [2.009, -1.051, 1.789], [4.829, 1.308, -0.120], [-0.996, 0.346, 1.267], [1.232, -2.308, -2.583], [0.611, 1.120, 1.018], [-0.168, 1.856, -2.019], [-0.403, 1.526, -1.253], [-3.685, -1.105, 0.938], [0.064, -0.558, -0.474], [1.553, -0.147, -0.500], [-0.833, 2.833, 6.459], [1.354, -4.327, -7.776], [-3.797, 0.225, -0.115], [3.647, -2.549, -0.914], [-7.346, 4.313, 2.041], [-1.309, 0.299, 1.987], [0.914, 0.888, 1.887], [4.593, 1.504, -0.604], [0.017, 0.024, -2.264], [1.042, -0.127, -0.845], [-0.491, 0.672, -0.252], [0.253, 0.292, 0.958], [0.014, 2.399, -0.238], [-1.173, -0.778, -2.465], [-1.014, 0.909, 0.554], [-0.145, 3.708, -0.137], [-2.339, 2.789, 0.906], [-2.494, -1.953, 1.533], [0.459, -5.138, 0.031], [2.636, -1.839, -1.638], [1.905, 3.072, -1.201], [-3.355, -1.088, -0.448], [-0.245, 0.569, -0.251], [0.658, -0.234, -0.004], [1.858, 0.204, -0.368], [-0.219, 0.425, -0.034], [-0.315, 1.420, 0.137], [-2.421, -3.816, -0.773], [5.000, 7.289, 1.241], [1.590, 1.650, 0.102], [-1.453, -0.993, 1.665], [1.525, -2.017, -0.884], [0.044, 2.291, -0.313], [-2.402, -1.237, -0.234], [-0.931, -1.073, -1.119], [0.757, 0.320, 1.246], [-0.785, 0.301, 2.576], [-2.046, 1.300, -1.241], [1.998, -1.352, -0.082], [-1.319, -1.171, 1.699], [0.409, 1.983, -0.785], [3.080, -0.442, -0.152], [-0.982, -1.426, -1.643], [2.219, -0.230, 0.863], [-2.598, 0.332, 0.114], [1.091, -0.580, -2.288], [0.105, -0.494, 2.155], [2.492, 0.030, -0.839], [0.384, -0.412, -1.695], [-1.512, -0.646, 0.847], [1.284, 0.598, -2.274], [-2.083, 0.903, -0.697], [-2.259, 0.756, 1.229], [-1.762, -1.962, 1.190], [0.300, -2.632, -0.116], [1.999, -1.641, -1.122], [2.078, 1.116, -1.211], [-1.619, 0.090, 2.346], [-0.007, -2.558, -0.101], [-2.331, 0.180, 1.240], [-0.689, -1.218, -2.133], [-0.799, 1.055, 2.139], [2.046, 0.343, -0.798], [-1.925, 0.751, 1.483], [-0.721, -1.528, -1.700], [-0.461, -0.109, -1.200], [1.353, -0.072, -0.071], [-0.323, 0.802, -0.020]], "mulliken_charge": [-0.87, -0.22, -0.21, -0.15, -0.50, 0.27, 0.47, 0.31, -0.47, -0.08, 0.11, 0.00, 0.68, -0.69, -0.24, 0.17, -0.52, -0.44, -0.12, -0.50, -0.27, 0.12, -0.79, 0.60, -0.33, -0.57, -0.17, -0.61, 0.50, -0.50, 0.58, -0.12, -0.53, -0.30, -0.42, -0.41, 0.60, 0.39, -0.96, -0.15, -0.41, -0.51, -0.08, -0.44, 0.22, 0.32, 0.23, 0.29, 0.33, 0.33, 0.37, 0.29, 0.46, 0.40, 0.34, 0.38, 0.54, -0.21, 0.03, 0.26, 0.34, 0.07, 0.30, 0.32, 0.24, 0.40, 0.31, 0.26, 0.34, 0.36, 0.34, 0.20, -0.08, -0.07, 0.43, 0.28, 0.27, 0.16, 0.28, 0.27, 0.28, 0.21, 0.72], "homo_lumo_gap_ev": 1.628, "lumo_energy_ha": -0.483, "charge": 3, "homo_ev": -14.777}

4.
{"formula": "C8H36O11", "method": "the ωB97M-V functional and the def2-TZVPD basis", "symbols": ["C", "C", "C", "C", "C", "C", "C", "C", "H", "H", "H", "H", "H", "H", "H", "H", "H", "H", "H", "H", "H", "H", "H", "H", "O", "H", "H", "O", "H", "H", "O", "H", "H", "O", "H", "H", "O", "H", "H", "O", "H", "H", "O", "H", "H", "O", "H", "H", "O", "H", "H", "O", "H", "H", "O"], "xyz": [[-2.78951, 2.08237, 1.19618], [-1.27470, 2.19560, 1.16842], [-0.66050, 1.48779, -0.03808], [0.74949, 1.03968, 0.19747], [1.14462, -0.24480, 0.10045], [0.34689, -1.36889, -0.33526], [0.89242, -2.47116, -0.83260], [1.71900, 2.12627, 0.54659], [-3.21110, 2.46448, 0.31555], [-3.09933, 1.03540, 1.32378], [-3.25225, 2.60511, 2.03139], [-0.97901, 3.28520, 1.17519], [-0.85677, 1.78846, 2.11212], [-0.68100, 2.19821, -0.90978], [-1.30750, 0.62654, -0.29563], [2.16435, -0.47854, 0.19326], [-0.74619, -1.30909, -0.20202], [1.96873, -2.59644, -0.99784], [0.31473, -3.36225, -1.11093], [1.84292, 2.85273, -0.25468], [2.80300, 1.69990, 0.77564], [1.35176, 2.70490, 1.41404], [-0.69886, -1.59746, 2.43446], [-0.89507, -0.21898, 1.72668], [-1.37139, -0.87278, 2.33566], [1.44482, -0.01711, 3.95113], [2.29919, 0.06972, 2.62537], [2.13950, -0.49660, 3.43839], [-3.31562, -1.49085, -2.43011], [-2.79891, -1.28365, -1.05834], [-2.56275, -1.06588, -1.98400], [-1.91813, 0.40803, -2.59309], [-1.92075, 1.47931, -3.65669], [-1.36304, 1.10169, -3.03934], [0.81542, 1.74287, -2.38633], [1.42009, 0.47841, -2.88942], [1.66103, 1.34090, -2.67550], [-0.21152, -0.15742, -3.61287], [-0.12524, -1.35373, -2.84766], [0.36645, -0.89492, -3.46173], [-2.65170, -1.39756, 1.30050], [-3.42459, -2.61190, 0.73806], [-3.22011, -1.63459, 0.54993], [3.11843, -2.24810, -3.79131], [2.06287, -1.33262, -3.19635], [2.88921, -1.74304, -3.04240], [1.05589, -2.73650, 1.68340], [1.20542, -1.93644, 3.01012], [0.65882, -2.55799, 2.57986], [-0.67892, 1.08843, 4.95427], [-0.76747, 0.00444, 3.82950], [-0.18806, 0.43068, 4.41054], [3.77158, -0.29502, -1.64874], [3.03152, 0.93671, -1.66716], [3.73182, 0.50046, -1.16014]], "forces_ev_per_angstrom": [[0.301, -0.984, 1.216], [0.381, 1.460, 1.254], [-0.117, -0.373, -0.801], [-1.006, 3.589, 0.290], [-0.413, -3.478, -1.200], [-1.360, 2.420, 1.394], [1.312, -2.333, -0.586], [2.231, -1.314, 1.087], [-0.668, 0.479, -1.357], [0.061, 0.172, -0.248], [0.279, 0.210, 0.074], [-0.210, -1.092, -0.074], [-0.159, 0.165, -0.372], [0.002, -0.730, 0.644], [0.324, 0.482, -0.096], [1.426, 0.059, 0.211], [0.605, -0.112, -0.394], [-0.306, 0.320, 0.122], [-0.048, 0.577, 0.052], [-0.150, -0.022, -0.255], [-2.330, 0.889, -0.502], [0.059, -0.283, -0.268], [0.090, -0.207, 0.056], [-1.091, -1.296, 1.403], [0.953, 1.395, -1.320], [0.340, -0.100, -0.189], [-0.136, -0.920, 1.669], [0.031, 1.215, -1.386], [0.425, 0.324, -0.346], [0.157, 0.214, 0.515], [-0.586, -0.595, -0.228], [0.244, 0.392, -0.216], [-1.723, 1.443, -2.136], [1.270, -1.563, 2.211], [0.623, -0.182, -0.573], [-0.739, -2.488, -0.863], [-0.087, 3.185, 1.198], [-0.757, 1.318, -0.658], [-1.710, -2.076, 2.119], [1.976, 0.471, -1.804], [0.242, 0.278, 0.355], [0.248, 2.127, -0.527], [-0.665, -2.567, 0.159], [0.370, -0.792, -1.415], [-1.479, 0.457, -0.810], [1.403, 0.124, 2.184], [-0.443, 0.231, 1.716], [1.900, 1.593, 1.014], [-1.374, -2.156, -2.644], [0.507, -0.892, -0.633], [-1.932, -1.089, -1.360], [1.287, 2.187, 2.287], [0.680, -1.802, -0.904], [0.043, 0.650, -0.009], [-0.286, 1.016, 0.942]], "mulliken_charge": [-1.49, -0.30, 0.26, 0.42, 0.06, -0.38, -0.86, -1.91, 0.43, 0.22, 0.42, 0.43, 0.31, 0.98, -0.70, 1.29, -0.05, 0.36, 0.26, 0.36, 0.36, 0.57, 0.57, 0.30, -0.92, 0.42, 0.31, -0.78, 0.29, 0.33, -0.61, 0.37, 0.26, -0.58, 0.28, 0.50, -0.80, 0.48, 0.21, -0.81, 0.33, 0.32, -0.69, 0.26, 0.38, -0.60, 0.33, 0.49, -0.75, 0.29, 0.40, -0.68, 0.32, 0.43, -0.69], "homo_lumo_gap_ev": [9.494, 6.013], "lumo_energy_ha": [-0.156, -0.283], "charge": 1, "spin_multiplicity": 2, "homo_ev": [-13.747, -13.703]}